{"formula": "C23H25N2OSTi", "method": "ωB97M-V/def2-TZVPD", "species": ["C", "C", "C", "H", "C", "C", "H", "C", "C", "C", "H", "C", "C", "H", "H", "H", "H", "H", "H", "Ti", "C", "C", "C", "H", "H", "H", "H", "H", "H", "C", "C", "H", "H", "O", "N", "C", "H", "C", "C", "H", "C", "H", "C", "H", "C", "H", "C", "H", "H", "H", "S", "C", "N"], "coordinates": [[2.1157, -0.1069, 0.8434], [2.2572, -0.8332, -0.3923], [1.8407, 0.0316, -1.4566], [2.7077, -1.8170, -0.5165], [1.4624, 1.3009, -0.8854], [1.6233, 1.1983, 0.5312], [1.2241, 2.2149, -1.4378], [-1.1182, -2.0874, 1.1627], [0.0502, -2.6589, 0.5871], [-0.0514, -2.5620, -0.8373], [0.8880, -3.1138, 1.1342], [-1.3182, -1.9629, -1.1547], [-1.9760, -1.6541, 0.0990], [1.9041, -0.1883, -2.5204], [1.5090, 2.0279, 1.2231], [2.4423, -0.4492, 1.8180], [-2.9732, -1.2363, 0.2167], [0.6600, -2.9461, -1.5813], [-1.3603, -2.0686, 2.2254], [-0.0456, -0.3371, -0.0268], [-1.6847, -1.4196, -2.5295], [-3.2066, -1.3722, -2.6496], [-1.1096, -2.2791, -3.6648], [-3.5845, -2.3791, -2.4139], [-3.4990, -1.1099, -3.6719], [-3.6301, -0.6517, -1.9404], [-1.4729, -3.3164, -3.5800], [-0.0066, -2.2482, -3.6481], [-1.4465, -1.8396, -4.6177], [-0.9224, -0.0784, -2.6657], [-1.7396, 1.1739, -2.7493], [-0.1318, -0.1424, -3.4155], [-0.3511, 0.1550, -1.7055], [-2.2318, 1.5475, -1.6737], [-1.7351, 1.8261, -3.9907], [-0.5416, 2.6866, -4.2146], [-2.5680, 2.3993, -4.0728], [0.7256, 1.9640, -4.5586], [1.9458, 2.5528, -4.2381], [1.9465, 3.5072, -3.7101], [3.1373, 1.8764, -4.5120], [4.0870, 2.3347, -4.2501], [3.0892, 0.6186, -5.1250], [4.0281, 0.0939, -5.3406], [1.8701, 0.0492, -5.4818], [1.8210, -0.9441, -5.9311], [0.6816, 0.7655, -5.2695], [-0.2918, 0.3689, -5.5436], [-0.3292, 3.2689, -3.3103], [-0.7815, 3.3827, -5.0255], [-1.7834, 2.3274, 3.3311], [-1.2649, 1.4164, 2.1699], [-0.8619, 0.7139, 1.2801]], "forces_ev_per_a": [[-0.194, 0.004, -0.935], [0.045, 1.355, -0.228], [0.615, -0.051, 1.123], [-0.394, 0.275, 0.112], [0.533, -0.620, 0.857], [0.843, 0.185, -0.864], [-0.198, -0.541, 0.277], [-0.272, -0.364, -0.641], [0.136, 0.375, -0.122], [-0.736, 0.071, -0.007], [-0.547, 0.347, -0.295], [0.718, 0.210, 0.907], [0.730, -0.484, -0.355], [-0.137, -0.004, 0.283], [-0.190, -0.379, -0.098], [-0.288, -0.006, -0.101], [0.430, 0.086, -0.026], [-0.351, 0.343, 0.579], [0.160, 0.183, -0.415], [1.007, -1.738, 0.257], [0.085, -0.643, -0.223], [0.082, 0.111, 0.097], [-0.142, -0.336, 0.128], [-0.032, 0.378, -0.147], [-0.072, 0.021, 0.213], [-0.071, -0.171, -0.232], [0.227, 0.334, -0.207], [-0.410, -0.239, -0.076], [0.156, -0.290, 0.241], [0.234, 0.242, 1.050], [0.076, 0.640, 2.058], [-0.286, 0.025, 0.275], [-0.544, 0.192, -1.846], [0.055, -0.216, -2.435], [-0.557, 0.150, 0.290], [0.023, 0.176, 0.158], [0.024, 0.127, 0.138], [-0.007, -0.182, -0.731], [0.201, -0.504, 0.343], [0.122, -0.150, -0.162], [-0.394, 0.001, -0.222], [-0.118, -0.143, -0.072], [0.474, 0.052, 0.085], [-0.457, 0.166, 0.154], [-0.509, 0.251, -0.175], [0.129, 0.336, -0.024], [0.723, -0.237, 0.445], [0.196, -0.056, -0.097], [-0.244, 0.222, -0.111], [-0.157, -0.124, 0.195], [0.010, -0.004, -0.029], [0.135, -0.336, -0.344], [-0.860, 0.960, 0.955]], "lumo_ev": [-4.2, -4.2], "multiplicity": 1, "relative_energy_ev": 0.812, "largest_force_ev_per_a": 2.4, "mol_weight_g_mol": 425.4, "total_charge": 1}

{"formula": "C36H53N3O5PSiY", "method": "ωB97M-V/def2-TZVPD", "species": ["Y", "C", "N", "C", "C", "O", "C", "O", "C", "C", "O", "N", "C", "C", "H", "H", "H", "H", "H", "H", "H", "H", "H", "H", "H", "H", "H", "H", "H", "H", "C", "C", "C", "C", "C", "O", "C", "N", "C", "C", "C", "C", "C", "C", "P", "C", "C", "C", "C", "C", "C", "C", "C", "C", "C", "C", "C", "H", "H", "H", "H", "H", "H", "H", "H", "H", "H", "H", "H", "H", "H", "H", "H", "H", "H", "H", "H", "H", "H", "H", "H", "C", "Si", "C", "C", "C", "H", "H", "H", "H", "H", "H", "H", "H", "H", "H", "H", "O", "H", "H"], "coordinates": [[0.3770, 0.3342, 0.2631], [1.3526, -0.1612, -4.9211], [1.5156, 1.1522, -4.2950], [1.7927, 2.2889, -5.1824], [1.4005, 1.3036, -2.9829], [1.1131, 0.3854, -2.1921], [1.6568, 2.6998, -2.4271], [1.7262, 2.6087, -1.0250], [2.9101, 3.0852, -0.4226], [3.1421, 2.2760, 0.8416], [2.4218, 1.2841, 1.0576], [4.1221, 2.6533, 1.6414], [4.4012, 1.9358, 2.8905], [4.9417, 3.8402, 1.3739], [0.3930, -0.2231, -5.4372], [1.4062, -0.9339, -4.1657], [2.1531, -0.3073, -5.6443], [1.5478, 1.9941, -6.1983], [2.8459, 2.5740, -5.1578], [1.1783, 3.1516, -4.9318], [0.8379, 3.3673, -2.7091], [2.5748, 3.1131, -2.8471], [2.8262, 4.1486, -0.1913], [3.7691, 2.9442, -1.0846], [3.6811, 1.1397, 3.0289], [4.3327, 2.6292, 3.7276], [5.4098, 1.5253, 2.8520], [5.1593, 3.9509, 0.3142], [5.8891, 3.7217, 1.8924], [4.4584, 4.7456, 1.7433], [-0.8908, 3.4146, 0.4620], [-2.1757, 3.2340, -0.3295], [-2.5100, 4.5580, -1.0165], [-2.0854, 2.1108, -1.3614], [-3.4022, 1.9403, -2.1259], [-3.7769, 0.5750, -1.8746], [-2.8793, 0.0263, -1.0533], [-1.8650, 0.7666, -0.7500], [-3.2923, -1.3443, -0.6456], [-4.6799, -1.5497, -0.6548], [-5.2271, -2.7928, -0.4082], [-4.3903, -3.8767, -0.1947], [-3.0211, -3.6835, -0.1777], [-2.4474, -2.4253, -0.3621], [-0.6171, -2.3425, -0.2543], [-0.1366, -3.3976, -1.6609], [-0.1220, -2.7795, -2.9125], [0.1309, -3.5159, -4.0612], [0.3867, -4.8774, -3.9661], [0.3745, -5.4980, -2.7250], [0.1089, -4.7654, -1.5745], [-0.2441, -3.3414, 1.2349], [-1.1086, -3.3977, 2.3267], [-0.7408, -4.0721, 3.4825], [0.4950, -4.6974, 3.5661], [1.3652, -4.6489, 2.4852], [0.9994, -3.9719, 1.3293], [-1.0244, 4.1681, 1.2363], [-0.0804, 3.7367, -0.1915], [-0.5841, 2.5116, 0.9991], [-2.9839, 2.9675, 0.3600], [-1.7250, 4.8274, -1.7314], [-2.5758, 5.3599, -0.2810], [-3.4584, 4.5349, -1.5532], [-1.2565, 2.3231, -2.0479], [-3.3262, 2.0862, -3.2000], [-4.1947, 2.5711, -1.7326], [-5.3362, -0.7189, -0.8662], [-6.3023, -2.9163, -0.4084], [-4.7999, -4.8672, -0.0393], [-2.3750, -4.5336, 0.0006], [-0.3398, -1.7187, -2.9774], [0.1197, -3.0364, -5.0333], [0.5864, -5.4565, -4.8592], [0.5635, -6.5616, -2.6505], [0.0928, -5.2688, -0.6159], [-2.0687, -2.8999, 2.2906], [-1.4248, -4.1070, 4.3217], [0.7761, -5.2284, 4.4672], [2.3234, -5.1512, 2.5361], [1.6703, -3.9715, 0.4790], [1.1971, 1.0891, 4.4239], [-0.5825, 0.7970, 3.9075], [-1.4416, -0.2222, 5.2128], [-1.4552, 2.4486, 3.7917], [-0.5841, -0.1231, 2.2858], [1.2783, 1.2556, 5.5023], [1.6148, 1.9666, 3.9182], [1.8130, 0.2182, 4.1743], [-1.5458, 0.3270, 6.1536], [-0.8838, -1.1412, 5.4189], [-2.4443, -0.5066, 4.8776], [-1.6695, 2.8192, 4.7987], [-2.4123, 2.3618, 3.2650], [-0.8493, 3.2065, 3.2889], [-1.6444, -0.3340, 2.0488], [-0.1553, -1.0991, 2.5686], [2.3010, -1.3756, -0.1519], [2.6460, -1.4991, -1.0439], [2.9576, -1.7137, 0.4673]], "forces_ev_per_a": [[0.949, 0.074, -0.957], [0.026, 0.124, -0.019], [-0.075, 0.018, -0.063], [0.037, -0.093, 0.020], [0.024, -0.043, 0.038], [-0.150, -0.044, 0.059], [0.036, -0.012, 0.013], [-0.045, -0.146, 0.115], [-0.048, -0.013, -0.014], [0.038, 0.027, 0.029], [-0.557, -0.234, 0.072], [0.076, 0.049, 0.062], [0.053, 0.064, -0.083], [-0.026, -0.070, 0.055], [0.004, 0.023, 0.015], [0.014, -0.033, 0.068], [0.001, 0.006, -0.007], [-0.023, -0.013, -0.003], [-0.005, -0.038, 0.012], [-0.011, -0.014, 0.003], [-0.021, 0.046, -0.032], [0.018, 0.016, -0.007], [-0.012, 0.066, 0.004], [0.030, 0.013, -0.044], [-0.025, 0.001, -0.031], [-0.010, 0.013, -0.005], [0.004, 0.005, -0.008], [-0.006, -0.026, 0.001], [0.004, -0.015, 0.003], [-0.018, -0.015, 0.014], [0.006, 0.051, -0.120], [0.002, 0.030, 0.091], [0.003, 0.025, -0.030], [0.014, -0.135, -0.051], [0.010, -0.127, 0.001], [0.019, 0.091, 0.000], [-0.021, 0.065, -0.060], [0.332, 0.012, 0.160], [-0.013, 0.063, -0.064], [0.029, 0.065, -0.007], [-0.009, -0.037, 0.008], [-0.026, -0.016, -0.003], [0.034, -0.001, 0.086], [0.070, -0.086, 0.036], [-0.353, -0.236, 0.133], [0.022, 0.107, -0.097], [-0.040, -0.057, 0.003], [-0.006, 0.023, 0.042], [0.003, -0.012, -0.008], [0.000, 0.004, 0.033], [-0.005, -0.062, -0.060], [0.122, -0.034, -0.099], [-0.024, 0.015, 0.010], [-0.023, 0.008, -0.005], [0.021, -0.007, -0.011], [-0.019, 0.027, -0.009], [-0.003, -0.019, 0.040], [0.007, -0.005, 0.015], [-0.016, 0.021, 0.023], [-0.072, -0.093, 0.203], [-0.017, 0.010, 0.012], [-0.031, -0.002, 0.026], [0.007, -0.018, -0.022], [0.028, 0.008, 0.011], [0.025, 0.011, -0.001], [-0.002, -0.050, -0.028], [-0.057, 0.020, 0.007], [0.014, -0.021, 0.008], [0.035, 0.001, 0.000], [0.023, 0.041, -0.003], [0.005, -0.002, 0.007], [0.027, 0.014, -0.030], [-0.005, -0.011, 0.039], [-0.010, 0.023, 0.036], [-0.005, 0.035, 0.002], [-0.036, 0.003, -0.070], [-0.014, -0.022, -0.013], [0.020, 0.005, -0.040], [-0.012, 0.024, -0.041], [-0.029, 0.021, -0.008], [0.041, 0.044, 0.053], [0.115, 0.050, 0.084], [-0.007, -0.101, -0.080], [-0.059, -0.065, 0.120], [-0.109, 0.127, 0.018], [-0.123, 0.133, 0.293], [0.012, 0.012, -0.082], [-0.021, -0.086, 0.022], [-0.013, 0.052, 0.047], [0.009, -0.067, -0.049], [-0.052, 0.033, -0.005], [0.049, 0.008, 0.052], [-0.002, 0.011, -0.078], [0.068, 0.036, 0.041], [-0.043, -0.035, 0.044], [0.065, -0.026, -0.001], [0.052, 0.066, -0.029], [-0.237, 0.298, 0.080], [-0.050, -0.014, 0.001], [-0.003, 0.022, 0.007]], "lumo_ev": -4.5, "multiplicity": 1, "relative_energy_ev": 0.355, "largest_force_ev_per_a": 1.3, "mol_weight_g_mol": 755.8, "total_charge": 2}

> multiplicity of number 1 (C23H25N2OSTi)?

1

> What is the multiplicity in the second record?

1